Below is a structure of composition C6H12N2 at a distorted geometry, with properties calculated with ωB97M-V/def2-TZVPD.

```
20
C6H12N2 | the Open Molecules 2025 dataset | ωB97M-V/def2-TZVPD
C 2.89 0.12 0.14
C 1.53 -0.30 -0.51
C 0.44 -0.71 0.42
C -1.02 -1.20 -0.12
C -1.69 0.03 0.50
C -0.67 1.27 0.06
H 3.78 -0.57 0.51
H 3.55 0.60 -0.67
H 2.54 1.26 0.94
H 1.74 -0.77 -1.56
H 0.48 -0.62 1.48
H -1.28 -2.29 0.41
H -0.70 -1.00 -1.44
H -1.96 -0.21 1.62
H -3.50 -0.57 -0.19
H -2.18 0.38 -1.20
H -1.31 1.87 -0.66
H -0.27 1.95 0.97
N -2.80 0.24 -0.30
N 0.42 0.52 -0.40
```

Summary:
Strongest force on any atom = 5.7 eV/A
M = 112.18 g mol⁻¹
Energy above the lowest of the compared OMol25 structures with the same formula, charge and spin = 202.4 kcal per mole
Multiplicity = 1
LUMO = 1.00 eV
Orbital gap = 8.916 eV
HOMO level = -7.92 eV